Formula: C5H7N3
Source: OMol25
Level of theory: ωB97M-V with the def2-TZVPD basis set

Structure (XYZ):
```
15
Properties=species:S:1:pos:R:3:forces:R:3:lowdin_charge:R:1
C 0.2294 -0.0741 -0.8804 -1.4273 -0.6652 8.4552 -0.3298
C -1.1846 -0.2938 -0.9775 0.1623 -0.5947 -2.3514 -0.0806
C -2.0499 -0.0488 0.0247 0.3076 -0.2909 -1.7520 -0.1334
C -0.2315 0.3200 1.6956 2.4042 0.2858 -1.3891 -0.2195
C 0.6807 -0.0277 0.6843 0.9217 3.2081 0.3328 -0.0037
H 2.5640 -0.2705 -0.2811 0.1682 0.4361 -2.9126 0.0956
H 3.1793 -0.0090 -1.9188 -1.3748 -0.2077 -0.1213 0.1082
H -1.4049 -0.7383 -1.9918 -0.7751 0.8926 1.1455 0.1224
H -3.1589 -0.1106 -0.3964 2.1514 0.2593 2.4228 0.1493
H -2.1511 -0.2606 2.2337 1.9161 2.8790 -3.6609 0.2530
H -0.2766 0.7357 2.7989 1.5287 -1.2532 -2.2153 0.1481
H 1.7872 0.4111 0.6763 -2.9159 -1.0487 1.5110 0.0901
N 2.3617 0.0405 -1.3027 5.7059 -0.2848 4.0228 -0.0397
N 1.1583 -0.0637 -1.6580 -1.2131 -0.3066 -6.4608 -0.0724
N -1.5033 0.3898 1.2933 -7.5599 -3.3089 2.9733 -0.0877
```
Forces are in eV/Å.

relative energy (zero: lowest compared OMol25 entry of this formula, charge and spin): 156.6 kcal/mol
lowest unoccupied orbital energy: 0.5 eV
F_max: 8.8 eV Å⁻¹
orbital gap: 7.63 eV

---

Formula: C5H7N3
Source: OMol25
Level of theory: ωB97M-V with the def2-TZVPD basis set

Structure (XYZ):
```
15
Properties=species:S:1:pos:R:3:forces:R:3:lowdin_charge:R:1
C -3.4049 0.0790 0.1151 -0.9896 1.6267 -0.7943 -0.1039
C -1.9583 0.2808 -0.0909 1.9459 -0.6012 -0.6561 -0.1534
C -0.9899 -0.6533 -0.1257 -0.0904 1.4802 1.0259 -0.0203
N 0.4053 -0.1804 -0.0716 -2.1810 -3.5410 0.0362 -0.1335
C 0.9113 1.0337 0.0038 -0.3050 1.4599 -0.2586 -0.1083
C 2.2416 0.8410 0.0320 1.9947 -0.2428 0.1724 -0.1458
N 2.4999 -0.5098 0.0867 0.0439 0.7251 -0.4610 -0.0068
N 1.3818 -1.1300 0.0091 -0.6494 0.4616 -0.0992 0.0198
H -3.9073 -0.3923 -0.7247 0.0700 -0.2782 -0.1506 0.0771
H -3.6204 -0.4656 0.9986 -0.1726 -0.6390 0.8355 0.0620
H -3.9152 1.0730 0.2068 0.4647 -0.8084 0.0571 0.0902
H -1.5624 1.2794 -0.2779 -0.5838 0.0332 0.2635 0.0863
H -1.1844 -1.7267 0.0101 0.6852 0.5779 -0.1324 0.1253
H 0.3225 1.9335 0.0659 0.0934 -0.0968 -0.2097 0.1150
H 3.0582 1.5522 -0.0542 -0.3258 -0.1574 0.3715 0.0963
```
Forces are in eV/Å.

structure (SMILES): C/C=C/n1ccnn1
relative energy (zero: lowest compared OMol25 entry of this formula, charge and spin): 61.5 kcal/mol
lowest unoccupied orbital energy: 0.8 eV
F_max: 4.2 eV Å⁻¹
orbital gap: 10.02 eV

---

Formula: C5H7N3
Source: OMol25
Level of theory: ωB97M-V with the def2-TZVPD basis set

Structure (XYZ):
```
15
Properties=species:S:1:pos:R:3:forces:R:3:lowdin_charge:R:1
C 0.0403 -1.7868 0.7763 1.0071 -1.7350 -1.8958 -0.0506
C 0.7077 -0.7365 -0.1637 -1.4954 -0.1033 3.6907 -0.3417
C -0.1137 -0.2867 -1.2525 -4.5724 0.1577 -3.1268 -0.0800
C -0.3679 1.0176 -0.4310 -1.2423 -2.4328 -3.1674 -0.1981
C -0.7879 2.2235 0.0135 -2.4449 3.0735 -4.4113 -0.1480
N -0.0166 2.4359 0.9898 1.4355 3.8095 6.8658 -0.0567
N 0.7063 1.4660 1.4700 -0.6099 -0.3706 -2.4014 0.0924
N 0.4408 0.5848 0.4685 2.4582 -1.5050 1.5872 -0.1008
H 0.3825 -1.3420 1.8423 -1.5893 -1.9802 -2.0832 0.1171
H -1.2090 -1.9733 0.3629 3.9372 0.8650 2.1048 0.1633
H 0.6422 -2.7948 0.4025 -1.7978 2.0670 1.7752 0.1115
H 1.7006 -0.7645 -0.4140 2.6429 -1.0146 -0.1166 0.1199
H 0.2665 -0.2171 -2.2752 0.3780 0.3891 0.3780 0.1146
H -1.0299 -0.9620 -1.3595 0.9591 1.0712 0.0541 0.1165
H -1.3619 3.1360 -0.4298 0.9338 -2.2915 0.7467 0.1406
```
Forces are in eV/Å.

structure (SMILES): C[C@H]1Cc2cnnn21
relative energy (zero: lowest compared OMol25 entry of this formula, charge and spin): 138.4 kcal/mol
lowest unoccupied orbital energy: 0.8 eV
F_max: 8.0 eV Å⁻¹
orbital gap: 10.19 eV

---

Formula: C5H7N3
Source: OMol25
Level of theory: ωB97M-V with the def2-TZVPD basis set

Structure (XYZ):
```
15
Properties=species:S:1:pos:R:3:forces:R:3:lowdin_charge:R:1
C 0.4185 0.7748 0.0753 1.6439 -2.4345 0.4545 -0.0879
C 1.0667 -1.5544 0.4521 -3.0057 -2.9901 0.8783 0.1752
C 1.4043 -0.3428 0.2863 0.7515 2.2635 -1.1752 -0.3914
C -3.4947 0.1597 -0.5586 0.6470 3.3585 0.4200 -0.0400
C 2.8247 0.0742 0.0270 0.0520 -3.1768 -1.3426 -0.0692
N -0.8131 0.6201 0.0469 -1.0880 3.1550 -0.9294 0.0402
N -2.7025 -0.5429 0.1060 -1.2959 -2.7776 -0.4172 -0.0799
N -1.5527 -0.2856 0.5427 2.0634 -1.1232 2.0465 -0.0391
H 0.9831 1.6581 -0.0451 -0.5041 1.5558 -0.4501 0.1012
H 0.0396 -2.0469 0.5103 1.6160 0.4494 -0.0644 0.0627
H -4.4708 -0.1735 -0.6958 -1.3782 -0.7431 -0.7014 0.0366
H -3.2759 1.2534 -0.6259 -0.1831 -0.6696 -0.4278 0.0785
H 2.9866 1.0642 0.1688 0.3604 3.1730 0.3481 0.0275
H 3.4370 -0.4504 0.7288 0.6882 -0.3690 0.2456 0.0724
H 3.1492 -0.2081 -1.0190 -0.3673 0.3285 1.1151 0.1133
```
Forces are in eV/Å.

relative energy (zero: lowest compared OMol25 entry of this formula, charge and spin): 187.3 kcal/mol
lowest unoccupied orbital energy (alpha / beta): -0.4 / -0.7 eV
F_max: 4.3 eV Å⁻¹
orbital gap (alpha / beta): 7.41 / 8.06 eV

---

Formula: C5H7N3O
Source: OMol25
Level of theory: ωB97M-V with the def2-TZVPD basis set

Structure (XYZ):
```
16
Properties=species:S:1:pos:R:3:forces:R:3:lowdin_charge:R:1
C -2.2149 0.9066 -0.1355 0.4532 -0.5739 0.5258 -0.0583
O -2.9163 -0.2264 0.0731 -0.4569 -0.1884 -0.4376 -0.0706
N -2.0598 -1.3354 0.0599 -0.0112 0.3639 -0.0714 0.1119
C -0.8614 -0.8406 -0.1116 -0.4322 -0.1287 0.5084 -0.3178
C -0.9074 0.5847 -0.2052 0.8152 0.9546 -0.1864 -0.2168
N 0.2800 1.3696 -0.3168 0.0095 0.1226 0.8353 0.0013
C 1.3857 0.6284 0.3445 -0.5583 -0.4479 0.6202 -0.1923
C 1.5351 -0.8020 -0.2256 0.4956 0.6928 -1.1594 -0.1857
N 0.3060 -1.5591 -0.0513 0.1847 0.7152 -0.1206 0.0502
H -2.7382 1.8547 -0.1100 -0.0094 -0.3112 -0.0758 0.1304
H 0.1985 2.2809 0.1866 -0.1862 -1.0691 -0.7781 0.1361
H 2.2820 1.2366 0.2070 0.0817 -0.3958 0.0930 0.1134
H 1.1601 0.4933 1.4372 0.3256 0.2861 -0.6588 0.1302
H 1.8880 -0.7085 -1.2843 -0.6705 -0.0825 0.3934 0.1222
H 2.3611 -1.3202 0.2428 0.0608 -0.0596 0.5544 0.1080
H 0.3015 -2.5624 -0.1106 -0.1015 0.1219 -0.0424 0.1376
```
Forces are in eV/Å.

structure (SMILES): c1onc2c1NCCN2
relative energy (zero: lowest compared OMol25 entry of this formula, charge and spin): 46.5 kcal/mol
lowest unoccupied orbital energy: 0.9 eV
F_max: 1.4 eV Å⁻¹
orbital gap: 9.13 eV

---

Formula: C5H7N3O
Source: OMol25
Level of theory: ωB97M-V with the def2-TZVPD basis set

Structure (XYZ):
```
16
Properties=species:S:1:pos:R:3:forces:R:3:lowdin_charge:R:1
C -2.0805 0.9611 -2.5818 -0.9162 0.8877 -0.0078 -0.1541
C -1.5119 1.0313 -1.3884 1.4286 -1.9333 -0.4378 -0.0496
C -0.3170 -0.2236 -2.7517 -0.5682 -0.5350 -1.4704 -0.1782
C 0.6433 -0.1012 -0.6142 -0.5011 0.0564 0.6126 -0.0093
C 1.2654 -0.0396 1.6052 1.1583 -1.0129 1.5360 -0.2617
N -1.3603 0.1665 -3.4369 0.7798 -0.3228 -1.0140 0.0773
N 0.9720 -1.4041 2.0500 0.3679 1.8446 1.4518 0.0293
N -0.3915 0.1861 -1.4769 0.7221 1.0792 1.6627 -0.0870
O 0.2757 0.2693 0.5985 0.6884 1.0695 -0.7967 -0.0848
H -2.9675 1.5654 -2.7529 0.0847 -0.5562 -0.8725 0.1096
H -1.7792 1.4786 -0.5182 -0.6398 1.2234 2.2560 0.0838
H 0.5603 -0.8035 -3.0481 -0.6429 0.1264 -0.2093 0.1320
H 2.3411 0.0804 1.2637 -1.5191 -0.5929 -0.3550 0.1263
H 0.0303 -1.5091 2.4037 0.1160 0.2029 0.0034 0.0705
H 1.2674 0.7350 2.4685 -1.0131 -1.3968 -1.4205 0.1421
H 1.1861 -2.1768 1.4675 0.4544 -0.1402 -0.9384 0.0541
```
Forces are in eV/Å.

relative energy (zero: lowest compared OMol25 entry of this formula, charge and spin): 66.2 kcal/mol
lowest unoccupied orbital energy: 0.5 eV
F_max: 2.6 eV Å⁻¹
orbital gap: 9.95 eV

---

Formula: C5H7N3O2
Source: OMol25
Level of theory: ωB97M-V with the def2-TZVPD basis set

Structure (XYZ):
```
17
Properties=species:S:1:pos:R:3:forces:R:3:lowdin_charge:R:1
N -2.0847 -0.2314 1.2321 -0.1574 -0.6577 0.9881 0.1015
C -1.3217 -1.1859 0.7148 -5.0471 -1.9352 -2.2889 -0.4754
O -1.9766 -2.2742 0.8304 1.9629 -0.3234 0.1699 -0.0306
C -0.5940 -0.9547 -0.6159 1.7477 -0.1808 0.8563 -0.2723
O -0.0462 -2.1780 -1.0344 0.2186 0.2453 -0.2771 -0.0004
C 0.4511 0.1044 -0.4373 0.2436 0.6039 -0.4746 -0.2710
C 0.4510 1.4045 -0.8781 -0.4011 -0.2541 0.0984 -0.0493
N 1.6084 1.9491 -0.3877 0.1806 0.5217 0.0718 0.0446
C 2.2551 0.9865 0.3122 0.2426 -0.4260 -0.3022 -0.1840
N 1.5999 -0.1524 0.2733 -0.0945 0.3191 0.3112 0.1175
H -1.6186 0.6557 1.3865 -0.8883 0.3480 0.5698 0.0836
H -2.9062 -1.1534 1.5407 2.1690 2.7657 -0.0650 0.2660
H -1.3338 -0.6051 -1.3549 0.0761 -0.4173 0.5008 0.1702
H 0.6386 -2.4003 -0.3848 -0.0710 -0.0353 -0.2603 0.1007
H -0.2751 1.9798 -1.4429 0.2545 -0.1842 0.1165 0.1230
H 1.9197 2.9040 -0.5113 -0.0961 -0.3192 0.0300 0.1529
H 3.2329 1.1514 0.7575 -0.3403 -0.0705 -0.0447 0.1230
```
Forces are in eV/Å.

structure (SMILES): NC(=O)[C@H](O)c1c[nH]cn1
relative energy (zero: lowest compared OMol25 entry of this formula, charge and spin): 60.6 kcal/mol
lowest unoccupied orbital energy: 0.5 eV
F_max: 5.9 eV Å⁻¹
orbital gap: 9.65 eV

---

Formula: C5H7N3O2S
Source: OMol25
Level of theory: ωB97M-V with the def2-TZVPD basis set

Structure (XYZ):
```
18
Properties=species:S:1:pos:R:3:forces:R:3:lowdin_charge:R:1
O -2.0103 0.2325 1.9287 -0.5054 0.7809 0.1062 0.1375
C -1.3691 -0.6871 1.5453 1.0690 -1.7123 -0.5354 -0.5280
O -0.5769 -1.4392 2.3616 -0.3379 0.3716 -0.1263 0.0946
C -1.3324 -1.2804 0.1339 -0.2364 0.6572 -0.2473 -0.0863
C 0.0517 -1.3117 -0.5324 0.2817 -0.0589 0.5146 -0.1069
C 0.6642 0.0370 -0.4923 0.2716 0.3848 -0.4816 -0.3460
N 1.5529 0.4834 0.3328 0.0756 0.5487 -0.2655 0.1422
N 1.7952 1.7766 -0.1203 -0.1407 -0.5776 0.3654 0.0128
C 1.0769 2.1011 -1.2246 1.2004 0.9609 0.9447 -0.9309
S 1.2463 3.5203 -2.0474 -0.3351 0.1844 -0.4513 0.5430
N 0.3184 1.0091 -1.4107 -0.2402 -0.6942 -0.3345 0.1364
H -0.6803 -1.0574 3.2447 0.1512 -0.0148 0.1269 0.1264
H -2.0446 -0.7071 -0.4611 0.0110 -0.0686 -0.0017 0.1239
H -1.6565 -2.3025 0.1866 -0.4600 -0.4862 0.1694 0.1161
H 0.0120 -1.6874 -1.5828 -0.1129 0.2449 0.8273 0.1370
H 0.6990 -1.9652 0.0611 -0.0564 0.0006 -0.2571 0.1245
H 2.4616 2.4015 0.3266 -0.3351 -0.4775 -0.1719 0.1489
H -0.2081 0.8765 -2.2498 -0.3005 -0.0439 -0.1820 0.1546
```
Forces are in eV/Å.

structure (SMILES): O=C(O)CCc1n[nH]c(=S)[nH]1
relative energy (zero: lowest compared OMol25 entry of this formula, charge and spin): 3.8 kcal/mol
lowest unoccupied orbital energy: 0.4 eV
F_max: 2.1 eV Å⁻¹
orbital gap: 8.57 eV

---

Formula: C5H7N3O3
Source: OMol25
Level of theory: ωB97M-V with the def2-TZVPD basis set

Structure (XYZ):
```
18
Properties=species:S:1:pos:R:3:forces:R:3:lowdin_charge:R:1
C -2.1315 -1.4178 -1.0746 2.8100 0.9606 3.2636 -0.0671
C -1.0702 -2.0453 -0.2862 -2.0161 -0.7656 -2.3716 -0.0576
C -2.5998 -0.2178 -0.8450 -0.6388 0.5649 0.5855 0.1071
C 2.7922 1.3212 0.5823 1.0386 -1.3498 1.9616 -0.0706
C 1.7564 0.2826 0.2345 -1.4058 -0.4178 -2.6846 -0.2386
N -0.2029 -1.3094 0.2968 2.0987 0.3164 1.5956 0.0235
N -0.4229 -0.2266 0.8921 -1.1791 -0.6322 0.4708 0.0569
N -2.5129 0.9883 -0.2501 -0.5028 0.6578 -1.1459 -0.4846
O -2.0569 1.8496 -1.0454 0.1267 -0.1518 0.6801 0.0216
O -3.0678 1.2228 0.8119 0.4395 -0.0469 0.0428 0.0577
O 0.6218 0.5415 1.1210 0.6265 -0.5545 -0.6865 -0.0698
H -2.5422 -2.0556 -1.7037 -2.1547 -2.5845 -3.1478 0.0445
H -0.9879 -3.1682 -0.4248 0.3273 1.5884 0.7324 0.1485
H 2.2827 2.1004 1.1319 -0.0654 0.3738 0.0086 0.0703
H 3.4942 0.8085 1.3673 -0.8615 1.2206 -1.6214 0.1163
H 3.3315 1.7809 -0.2422 0.0410 -0.3920 -0.0248 0.0756
H 2.0646 -0.7862 0.2667 0.0015 0.8087 0.5762 0.1119
H 1.2515 0.3311 -0.8327 1.3145 0.4040 1.7655 0.1544
```
Forces are in eV/Å.

relative energy (zero: lowest compared OMol25 entry of this formula, charge and spin): 248.3 kcal/mol
lowest unoccupied orbital energy (alpha / beta): -1.7 / -2.0 eV
F_max: 4.6 eV Å⁻¹
orbital gap (alpha / beta): 7.42 / 6.26 eV

---

Formula: C5H7N3O3S
Source: OMol25
Level of theory: ωB97M-V with the def2-TZVPD basis set

Structure (XYZ):
```
19
Properties=species:S:1:pos:R:3:forces:R:3:lowdin_charge:R:1
N 0.9098 -1.9497 0.3851 0.1181 0.4432 0.0979 0.1560
C 1.5130 -1.3993 -0.7750 0.3518 -0.2504 0.7147 -0.6054
O 1.3403 -1.8311 -1.8596 -0.2887 -0.1999 -1.0166 0.1616
O 2.4127 -0.3862 -0.5747 0.0520 0.1550 -0.1257 -0.0120
C 1.9251 0.7082 0.1937 0.1528 -0.0121 0.1441 -0.2428
C 0.7607 1.4005 -0.5060 0.0634 0.0110 0.0520 -0.4125
S -0.4002 2.1308 0.6834 -0.1093 0.1995 0.0474 1.0044
C -1.6083 0.8824 0.6193 -0.0330 -0.2278 0.3031 -0.7186
N -1.9818 0.0609 1.5467 0.0832 0.2351 -0.2908 0.0542
N -3.0010 -0.7147 0.9966 0.1382 0.3171 -0.5695 0.0607
C -3.1310 -0.3059 -0.2231 0.0530 -0.2962 0.9169 -0.1720
O -2.2965 0.7061 -0.5403 -0.2664 -0.2215 -0.0485 0.0328
H 1.5572 -1.8844 1.1634 -0.0712 0.0850 0.1025 0.0972
H 0.0916 -1.4008 0.6369 -0.2447 -0.3410 0.0670 0.0723
H 2.7540 1.3977 0.2923 0.2219 0.0363 -0.0013 0.1263
H 1.6523 0.3965 1.1989 -0.1609 -0.1090 0.0956 0.1013
H 1.1160 2.1827 -1.1642 0.0298 0.2093 -0.0757 0.0850
H 0.2046 0.7138 -1.1338 -0.0719 -0.1569 -0.0933 0.0791
H -3.8187 -0.7075 -0.9397 -0.0180 0.1234 -0.3197 0.1323
```
Forces are in eV/Å.

structure (SMILES): NC(=O)OCCSc1nnco1
relative energy (zero: lowest compared OMol25 entry of this formula, charge and spin): 21.1 kcal/mol
lowest unoccupied orbital energy: 0.3 eV
F_max: 1.1 eV Å⁻¹
orbital gap: 10.35 eV

---

Calculated values (eV) of DFT total energy for the records, taken in order: -9762.596; -9766.720; -9763.388; -9761.266; -11814.371; -11813.517; -13861.562; -24699.667; -15900.675; -26745.192.